1.
{"formula": "C14H26N2OPdS", "method": "ωB97M-V/def2-TZVPD", "symbols": ["Pd", "C", "C", "N", "C", "C", "S", "C", "C", "N", "H", "H", "H", "H", "H", "H", "H", "H", "H", "H", "H", "H", "H", "H", "C", "C", "O", "H", "H", "H", "C", "C", "C", "C", "C", "C", "H", "H", "H", "H", "H", "H", "H", "H", "H"], "coordinates": [[0.104380, -0.070778, 1.304935], [3.262406, -0.358723, 1.415020], [2.928731, 0.580355, 0.234352], [1.629962, 0.240835, -0.384615], [1.575201, -0.688599, -1.476099], [2.016782, -2.077905, -1.049222], [0.918180, -2.873265, 0.215642], [2.075642, -3.263141, 1.656726], [2.093751, -2.160041, 2.696711], [2.122284, -0.755584, 2.228039], [3.974958, 0.213381, 2.036236], [3.660013, -1.315681, 1.066053], [3.743791, 0.685107, -0.476939], [2.815080, 1.529106, 0.764136], [1.170985, 1.122580, -0.725151], [2.308316, -0.394196, -2.236840], [0.552032, -0.731181, -1.817280], [3.092509, -2.135251, -0.902586], [1.859377, -2.690966, -1.936151], [3.056322, -3.440814, 1.274795], [1.716401, -4.129451, 2.171055], [2.886832, -2.354831, 3.433702], [1.159537, -2.257714, 3.311770], [2.032470, -0.136838, 3.023663], [-0.893588, 2.559726, 2.785797], [0.347778, 1.876919, 2.128831], [1.272830, 2.586033, 1.820625], [-1.509477, 2.759003, 1.945408], [-0.639753, 3.557660, 3.200118], [-1.361245, 1.858368, 3.462645], [-2.676082, 0.231308, -3.294669], [-3.143829, 0.871826, -1.954802], [-3.519240, 2.318169, -2.071531], [-4.415912, 0.105463, -1.529706], [-2.143668, 0.558644, -0.865340], [-1.431936, 0.175567, 0.027213], [-3.343700, 0.433263, -4.134410], [-2.550993, -0.858476, -3.190659], [-1.716813, 0.677914, -3.559952], [-4.481843, 2.365813, -2.748694], [-2.796331, 2.898595, -2.633580], [-3.630815, 2.757622, -1.045860], [-5.256842, 0.277051, -2.251502], [-4.644649, 0.392173, -0.463290], [-4.219835, -0.939047, -1.454593]], "forces_ev_per_angstrom": [[0.31, -0.11, -0.39], [0.62, -0.47, -0.36], [-0.98, -0.16, 0.99], [-0.70, 2.66, 0.25], [1.13, -0.70, 0.72], [-0.71, -0.76, -0.67], [1.19, -0.25, 0.65], [-0.82, 1.68, -0.90], [-0.94, 0.61, 1.41], [-0.62, -0.22, 0.40], [0.15, -0.66, -0.29], [0.61, 0.38, 0.00], [0.23, -0.29, -0.16], [-0.30, 0.16, -0.68], [0.63, -1.01, 0.63], [-0.39, 0.08, -0.45], [-0.22, 0.19, -0.37], [-0.02, -0.05, 0.71], [0.01, -0.20, -0.04], [0.59, -0.32, -0.44], [-0.24, -0.73, -0.08], [0.26, -0.06, -0.28], [0.61, 0.22, -0.62], [0.04, -0.12, 0.07], [1.45, -0.09, -0.01], [-0.67, 0.82, 0.61], [0.42, -0.03, -0.11], [-1.03, -0.07, -0.79], [0.07, -0.79, 0.15], [-0.33, 0.18, 0.24], [0.47, 0.44, 0.36], [0.00, -2.20, 0.43], [-1.41, 0.81, -0.87], [-0.63, 0.90, 0.87], [-1.33, 0.83, -2.02], [0.60, -0.16, 0.87], [-0.28, 0.03, 0.18], [-0.04, 0.44, 0.03], [0.16, -0.14, -0.10], [1.53, 0.16, 1.66], [0.43, 0.15, 0.12], [-0.31, -0.22, -1.09], [0.57, -0.03, 0.80], [-0.32, 0.03, -1.20], [0.22, -0.92, -0.21]], "max_force_ha_per_bohr": 0.0537, "spin_multiplicity": 3, "homo_ev": [-6.01, -7.90], "e_above_lowest_ev": 0.424}

2.
{"formula": "C5H12NO", "method": "ωB97M-V/def2-TZVPD", "symbols": ["C", "N", "C", "O", "C", "C", "C", "H", "H", "H", "H", "H", "H", "H", "H", "H", "H", "H", "H"], "coordinates": [[0.030047, -0.563375, -0.880082], [-0.650026, 0.683234, -1.093478], [-2.221738, 0.586939, -0.623521], [-2.446865, 0.095720, 0.545084], [0.476914, -0.856847, 0.545135], [1.578499, 0.131311, 1.084186], [2.903462, -0.161204, 0.384015], [0.878269, -0.766620, -1.568484], [-0.739637, -1.266451, -1.233079], [-0.524446, 1.552661, -0.594081], [-2.626601, 0.029730, -1.544664], [-2.457197, 1.664301, -0.737229], [-0.401277, -0.693738, 1.184551], [0.859607, -1.875512, 0.730082], [1.630144, -0.062118, 2.142640], [1.169814, 1.064179, 0.689465], [3.232091, -1.191896, 0.351166], [2.868515, 0.326575, -0.596497], [3.729129, 0.406945, 0.833044]], "forces_ev_per_angstrom": [[0.16, -0.24, -0.08], [-2.08, 0.74, -0.41], [1.01, -0.48, -1.35], [-0.16, -0.36, 0.37], [0.12, 0.34, 1.37], [-0.88, -1.90, -2.14], [0.58, 1.84, 0.12], [-0.11, 0.55, 0.04], [0.20, -0.38, 0.45], [1.66, -0.44, 0.45], [-0.09, 0.20, 0.66], [-0.33, 0.32, -0.29], [0.04, -0.24, -0.25], [-0.23, 0.00, -0.41], [0.01, 0.73, 0.50], [0.43, 0.53, 1.09], [-0.29, -0.34, -0.19], [-0.07, -0.76, -0.28], [0.01, -0.13, 0.37]], "max_force_ha_per_bohr": 0.0582, "spin_multiplicity": 1, "total_charge": -1, "smiles": "CCCCNC[O-]", "homo_ev": -2.79, "e_above_lowest_ev": 1.087}

3.
{"formula": "C38H45BrN4NiOS2Si", "method": "ωB97M-V/def2-TZVPD", "symbols": ["Ni", "C", "C", "C", "C", "C", "C", "C", "Br", "C", "O", "C", "C", "C", "C", "C", "C", "H", "H", "H", "H", "H", "H", "H", "H", "H", "H", "H", "H", "H", "H", "H", "H", "H", "H", "H", "H", "S", "C", "C", "C", "N", "C", "C", "C", "C", "C", "N", "C", "C", "H", "H", "H", "H", "H", "H", "H", "H", "C", "Si", "C", "C", "C", "C", "C", "C", "C", "H", "H", "H", "H", "H", "H", "H", "H", "H", "H", "H", "N", "C", "S", "C", "C", "C", "N", "C", "C", "H", "H", "H", "H", "H", "H"], "coordinates": [[-0.505794, -0.759791, -1.535272], [4.499038, 0.806857, 4.292769], [4.449265, -0.495906, 3.482016], [4.484201, -1.690209, 4.447701], [5.693954, -0.559872, 2.597358], [3.162173, -0.540670, 2.652042], [3.150855, -0.608050, 1.268711], [1.936682, -0.658520, 0.608718], [2.007148, -0.739539, -1.313873], [0.659548, -0.671908, 1.210570], [-0.425479, -0.782158, 0.506543], [0.683875, -0.569340, 2.635536], [1.915022, -0.514447, 3.280568], [-0.572088, -0.531839, 3.541971], [-0.541937, 0.756676, 4.379729], [-1.927285, -0.561298, 2.820941], [-0.543918, -1.747061, 4.484047], [5.424975, 0.861208, 4.875389], [3.659189, 0.877069, 4.989067], [4.458147, 1.674690, 3.629081], [5.411658, -1.684340, 5.030255], [4.429387, -2.632285, 3.896379], [3.646600, -1.663938, 5.149310], [6.589130, -0.543401, 3.224107], [5.749060, 0.293719, 1.915748], [5.718703, -1.477551, 2.003492], [4.067565, -0.622437, 0.692393], [1.906798, -0.451356, 4.364987], [-0.524958, 1.634723, 3.727157], [0.333396, 0.808900, 5.030277], [-1.434187, 0.815562, 5.011835], [-2.057605, 0.292888, 2.154459], [-2.713626, -0.527145, 3.583678], [-2.053277, -1.463871, 2.225704], [0.341536, -1.750053, 5.123642], [-0.542353, -2.675528, 3.906556], [-1.428042, -1.745382, 5.130287], [1.138810, 5.564021, -0.335284], [0.528733, 3.957647, -0.820101], [0.878588, 3.400413, -2.044084], [0.391751, 2.146933, -2.363040], [-0.403918, 1.445986, -1.552013], [-0.738945, 1.985681, -0.378858], [-0.293606, 3.233665, 0.029796], [0.021380, 6.581915, -1.288793], [0.390416, 7.068586, -2.533570], [-0.524493, 7.836323, -3.242465], [-1.742894, 8.138783, -2.791672], [-2.076079, 7.677139, -1.584115], [-1.235401, 6.903400, -0.796783], [1.529556, 3.925991, -2.730125], [0.655736, 1.674076, -3.301354], [-1.361603, 1.372073, 0.261042], [-0.574758, 3.625709, 0.998886], [1.371071, 6.858896, -2.941127], [-0.264032, 8.226264, -4.221094], [-3.065721, 7.941281, -1.226122], [-1.550884, 6.558367, 0.179479], [-0.304598, -3.865647, -0.316137], [-0.475750, -2.989795, -1.955688], [-1.993368, -3.713208, -2.793243], [0.945955, -3.572357, -3.041738], [1.558571, -2.755891, -3.995128], [2.587825, -3.219858, -4.805696], [3.032683, -4.528929, -4.678751], [2.435606, -5.367212, -3.745738], [1.404513, -4.891863, -2.940592], [-0.495933, -4.940368, -0.425429], [-1.003895, -3.464203, 0.423628], [0.704673, -3.727585, 0.084582], [-1.795325, -4.776523, -2.976352], [-2.196874, -3.236887, -3.758089], [-2.896029, -3.642193, -2.179214], [1.220287, -1.728554, -4.112912], [3.045317, -2.559123, -5.534029], [3.839630, -4.894359, -5.303034], [2.773951, -6.392491, -3.643002], [0.955632, -5.567320, -2.217627], [-7.338787, 0.520168, -1.948023], [-6.785643, -0.655155, -1.610655], [-7.661103, -2.000824, -1.287561], [-5.275411, -0.636121, -1.589315], [-4.553588, 0.245597, -2.382084], [-3.169084, 0.216718, -2.341078], [-2.499943, -0.624767, -1.558074], [-3.191349, -1.464181, -0.784741], [-4.573195, -1.506622, -0.776261], [-8.343388, 0.579533, -1.933830], [-6.809531, 1.375026, -1.921567], [-5.041253, 0.931413, -3.061888], [-2.575872, 0.881375, -2.953139], [-2.604058, -2.097843, -0.134650], [-5.101716, -2.207461, -0.145387]], "forces_ev_per_angstrom": [[-0.03, 0.21, -0.32], [0.00, 0.05, 0.02], [-0.10, -0.01, -0.03], [0.00, -0.03, 0.01], [0.04, 0.01, -0.03], [0.01, -0.02, 0.08], [-0.03, 0.03, -0.05], [0.14, 0.09, 0.06], [-0.53, -0.22, -0.03], [-0.30, -0.10, -0.18], [0.20, 0.14, 0.67], [0.05, -0.02, 0.18], [-0.06, 0.01, 0.04], [0.11, -0.03, -0.11], [-0.02, 0.05, 0.03], [0.04, 0.03, -0.02], [0.01, -0.05, 0.01], [-0.07, -0.01, -0.04], [0.05, 0.00, -0.05], [0.01, -0.04, 0.03], [-0.07, 0.01, -0.04], [0.01, 0.04, 0.02], [0.05, 0.00, -0.05], [-0.03, 0.00, -0.03], [-0.01, -0.04, 0.04], [0.00, 0.04, 0.03], [-0.06, 0.00, 0.03], [0.00, -0.01, -0.07], [-0.01, -0.03, 0.04], [-0.04, -0.01, -0.04], [0.06, 0.00, -0.03], [0.02, -0.04, 0.03], [0.04, 0.00, -0.07], [0.02, 0.01, 0.02], [-0.05, 0.00, -0.04], [-0.01, 0.04, 0.03], [0.06, 0.01, -0.03], [0.07, 0.04, 0.06], [-0.08, 0.02, -0.03], [-0.01, 0.05, -0.01], [-0.09, 0.00, -0.03], [0.17, -0.12, 0.26], [-0.02, 0.07, -0.02], [-0.02, 0.02, -0.01], [-0.03, -0.08, -0.06], [0.02, 0.02, -0.01], [-0.15, 0.05, 0.07], [0.15, -0.13, 0.13], [0.06, 0.06, -0.15], [-0.02, -0.01, 0.00], [-0.02, -0.01, 0.02], [0.02, -0.03, 0.01], [0.06, -0.01, 0.00], [0.01, -0.01, -0.05], [-0.04, 0.00, 0.00], [-0.02, -0.01, 0.03], [0.03, 0.00, -0.02], [0.00, 0.00, -0.03], [0.05, -0.21, 0.30], [-0.08, 0.44, -0.03], [-0.27, -0.02, -0.12], [0.30, -0.09, -0.21], [-0.02, -0.01, -0.10], [-0.03, 0.00, 0.03], [-0.03, -0.01, 0.04], [-0.06, 0.06, 0.03], [0.07, 0.04, -0.06], [0.05, 0.10, 0.06], [0.09, -0.06, -0.04], [-0.08, -0.01, 0.02], [-0.06, 0.10, -0.01], [0.01, -0.06, 0.08], [0.05, -0.05, -0.09], [0.02, -0.05, 0.03], [-0.02, -0.03, 0.03], [-0.03, 0.01, 0.02], [-0.02, 0.05, 0.00], [0.03, 0.05, -0.03], [-0.17, 0.10, 0.05], [0.52, -0.02, 0.02], [0.04, -0.02, -0.03], [-0.56, 0.00, -0.04], [0.19, 0.14, -0.08], [-0.25, 0.05, -0.11], [0.67, -0.51, -0.42], [-0.14, 0.08, 0.30], [0.13, -0.05, 0.16], [-0.01, 0.04, -0.02], [0.00, -0.02, -0.02], [0.02, -0.03, -0.01], [0.00, -0.03, -0.02], [0.02, -0.02, -0.04], [0.02, 0.00, -0.01]], "max_force_ha_per_bohr": 0.0183, "spin_multiplicity": 1, "homo_ev": [-6.96, -6.95], "e_above_lowest_ev": 0.137}

4.
{"formula": "C3H5O4Sm", "method": "ωB97M-V/def2-TZVPD", "symbols": ["O", "C", "C", "O", "O", "C", "Sm", "H", "H", "H", "H", "O", "H"], "coordinates": [[0.015128, 0.551027, 0.581881], [-0.352834, -0.632232, 0.169428], [1.422724, 0.548126, 0.902939], [-1.532723, -0.971582, 0.081324], [0.620583, -1.498076, 0.122159], [1.861807, -0.867281, 0.506454], [-3.817109, -0.090111, -0.703058], [1.518955, 0.749445, 1.974314], [1.908131, 1.336143, 0.320507], [2.293125, -1.438151, 1.333053], [2.527869, -0.887906, -0.361612], [-3.496008, 1.584720, -2.064548], [-2.969650, 1.615879, -2.862840]], "forces_ev_per_angstrom": [[-0.79, 0.22, -0.54], [1.66, -0.34, 2.00], [0.71, 0.24, 0.15], [-2.87, 0.71, -1.61], [-0.76, -0.08, -0.51], [0.70, 0.13, -0.07], [2.28, 2.12, -1.66], [-0.07, -0.01, -0.28], [-0.13, -0.18, 0.18], [-0.15, 0.07, -0.24], [-0.14, -0.04, 0.25], [-0.70, -3.21, 3.04], [0.26, 0.35, -0.70]], "max_force_ha_per_bohr": 0.0871, "spin_multiplicity": 6, "total_charge": 2, "homo_ev": [-18.39, -18.39], "e_above_lowest_ev": 0.000}

E for every record listed, in sequence, given in hartree: -1259.68475, -327.65610, -6937.49352, -1075.58666.